[1]
Computed, not measured: a cluster of 8 separate species, C21H54Cl2N2O7 in total, with ωB97M-V/def2-TZVPD.

Geometry as XYZ:
```
86
C21H54Cl2N2O7, DFT ωB97M-V/def2-TZVPD
C -2.97 7.89 -1.29
C -3.93 7.04 -0.49
N -3.41 6.03 0.20
O -5.13 7.30 -0.52
H -3.40 8.87 -1.50
H -2.82 7.31 -2.21
H -1.95 7.98 -0.91
H -3.93 5.37 0.76
H -2.42 5.87 0.27
C -1.54 -0.05 -2.09
C -0.26 -0.37 -1.37
N -0.23 -1.48 -0.69
O 0.68 0.36 -1.50
H -2.36 0.34 -1.49
H -1.87 -0.93 -2.65
H -1.36 0.72 -2.84
H 0.63 -1.68 -0.19
H -1.13 -1.76 -0.31
C -6.05 -0.61 5.54
C -4.91 0.43 5.54
C -3.84 0.16 6.62
O -4.43 0.30 4.28
H -6.74 -0.73 6.38
H -5.68 -1.63 5.43
H -6.77 -0.56 4.73
H -5.38 1.40 5.72
H -3.21 -0.73 6.52
H -4.29 0.16 7.61
H -3.16 1.01 6.65
H -4.61 -0.60 3.99
C 2.58 3.87 3.41
C 3.03 5.01 2.49
C 4.51 4.94 2.09
O 2.27 4.93 1.29
H 1.50 3.78 3.50
H 3.02 4.01 4.40
H 3.06 2.91 3.23
H 2.82 5.95 3.01
H 4.86 5.86 1.62
H 4.63 4.12 1.38
H 5.12 4.68 2.95
H 2.50 4.13 0.82
C -5.63 -6.76 -0.41
C -5.92 -5.22 -0.33
C -7.44 -4.92 -0.08
O -5.24 -4.63 0.77
H -6.10 -7.13 -1.32
H -6.15 -7.33 0.36
H -4.57 -6.99 -0.47
H -5.62 -4.78 -1.28
H -7.90 -5.36 0.81
H -8.10 -5.31 -0.85
H -7.68 -3.86 -0.07
H -5.54 -5.02 1.60
C 3.34 -2.87 5.70
C 4.72 -3.17 5.11
C 5.90 -3.39 6.08
O 4.59 -4.32 4.37
H 3.12 -3.64 6.45
H 2.52 -2.88 4.98
H 3.41 -1.89 6.17
H 5.05 -2.35 4.47
H 6.26 -2.44 6.49
H 6.77 -3.89 5.67
H 5.66 -4.02 6.93
H 4.14 -4.91 4.99
C 0.82 0.12 -10.97
C 1.30 0.57 -9.65
C 1.30 -0.46 -8.44
O 2.64 1.01 -9.79
H 1.31 -0.74 -11.42
H 0.78 0.98 -11.64
H -0.21 -0.22 -10.96
H 0.67 1.39 -9.31
H 0.27 -0.55 -8.08
H 1.87 -0.02 -7.62
H 1.72 -1.43 -8.68
H 3.24 0.48 -9.27
Cl 7.37 -2.33 -5.19
C 7.94 -1.42 -3.73
C 7.37 0.04 -3.69
Cl 8.05 1.04 -5.00
H 9.02 -1.48 -3.72
H 7.59 -1.94 -2.83
H 7.70 0.37 -2.71
H 6.29 0.04 -3.82
```

Properties
**SMILES**: CC(N)=O.CC(N)=O.CC(C)O.CC(C)O.CC(C)O.CC(C)O.CC(C)O.ClCCCl
**Molecular weight**: 517.58 g mol⁻¹
**Net charge**: 0
**Energy relative to the best compared isomer or geometry (same formula, charge and spin)**: 0.000 eV
**Highest occupied orbital energy**: -9.5 eV
**Kohn-Sham gap**: 9.57 eV

Löwdin population analysis, charges in e, atoms 1 to 8:
1 C -0.014
2 C -0.617
3 N 0.156
4 O 0.015
5 H 0.084
6 H 0.083
7 H 0.072
8 H 0.116



[2]
Computed, not measured: a structure of composition C21H54ClGeIMnN2O4S2Si3, with ωB97M-V/def2-TZVPD.

Geometry as XYZ:
```
90
C21H54ClGeIMnN2O4S2Si3, DFT ωB97M-V/def2-TZVPD
Mn -0.04 0.82 -0.19
Cl -4.79 0.92 -2.25
C -4.42 1.41 -0.56
C -3.10 2.19 -0.54
O -3.15 3.36 -0.96
O -2.10 1.58 -0.06
H -4.37 0.51 0.04
H -5.24 2.05 -0.24
S 2.57 2.73 2.14
C 2.48 -0.02 2.43
C 1.55 1.20 2.49
C 0.96 1.32 3.90
O 0.47 1.02 1.60
H 2.74 -0.39 3.43
H 3.42 0.21 1.91
H 1.97 -0.82 1.89
H 1.74 1.52 4.63
H 0.44 0.38 4.16
H 0.23 2.13 3.93
I -0.20 2.39 -3.30
C -0.48 0.54 -2.18
H 0.13 -0.15 -2.75
H -1.53 0.33 -2.37
N -1.40 5.77 0.20
C -0.62 5.33 -1.01
C 0.62 4.61 -0.52
N 0.21 3.45 0.23
C -0.54 3.83 1.42
C -1.79 4.58 1.05
H -2.22 6.29 -0.08
H -0.81 6.39 0.76
H -0.40 6.21 -1.61
H -1.27 4.63 -1.55
H 1.27 5.29 0.06
H 1.19 4.30 -1.40
H 1.06 3.01 0.62
H 0.09 4.42 2.11
H -0.82 2.91 1.94
H -2.33 4.96 1.91
H -2.44 3.98 0.40
C -1.95 -4.53 -1.73
Si -2.07 -2.66 -1.46
C -3.69 -2.34 -0.55
C -2.30 -2.02 -3.22
Ge -0.27 -1.70 -0.17
Si 1.64 -2.82 -1.03
C 1.54 -4.70 -0.86
C 1.84 -2.42 -2.85
C 3.25 -2.34 -0.20
Si -0.81 -2.64 1.96
C -2.08 -1.52 2.78
C -1.56 -4.37 1.81
C 0.60 -2.89 3.18
H -2.93 -4.86 -2.11
H -1.72 -5.10 -0.83
H -1.20 -4.76 -2.49
H -4.54 -2.37 -1.23
H -3.66 -1.35 -0.08
H -3.85 -3.08 0.24
H -2.90 -2.75 -3.77
H -1.35 -1.90 -3.76
H -2.82 -1.06 -3.25
H 0.65 -5.12 -1.35
H 1.51 -4.99 0.19
H 2.43 -5.15 -1.32
H 0.98 -2.76 -3.44
H 2.74 -2.90 -3.25
H 1.93 -1.34 -2.99
H 3.29 -2.70 0.84
H 3.34 -1.25 -0.17
H 4.10 -2.76 -0.74
H -3.09 -1.72 2.40
H -1.84 -0.47 2.58
H -2.09 -1.67 3.87
H -2.51 -4.37 1.28
H -1.73 -4.75 2.83
H -0.88 -5.07 1.30
H 0.84 -1.96 3.70
H 1.52 -3.26 2.72
H 0.26 -3.63 3.92
C 4.62 1.40 -0.22
S 3.22 2.04 -1.12
C 3.84 1.68 -2.76
O 2.11 1.05 -0.95
H 4.71 0.33 -0.43
H 4.41 1.59 0.84
H 5.51 1.94 -0.54
H 4.74 2.27 -2.96
H 3.04 1.94 -3.46
H 4.05 0.61 -2.82
```

Properties
**Molecular weight**: 836.97 g mol⁻¹
**Net charge**: -1
**Energy relative to the best compared isomer or geometry (same formula, charge and spin)**: 0.000 eV
**Highest occupied orbital energy (spin up / spin down)**: -3.7 / -3.7 eV
**Kohn-Sham gap (spin up / spin down)**: 5.55 / 5.55 eV
**Spin multiplicity**: 5

Löwdin population analysis, charges in e, atoms 1 to 8:
1 Mn 0.577
2 Cl 0.563
3 C -0.457
4 C -0.724
5 O -0.074
6 O -0.095
7 H 0.044
8 H 0.067



[3]
Computed, not measured: a cluster of 7 separate species, C21H54N6O7P in total, with ωB97M-V/def2-TZVPD.

Geometry as XYZ:
```
89
C21H54N6O7P, DFT ωB97M-V/def2-TZVPD
C 3.14 0.25 3.80
C 1.75 0.87 4.20
C 0.79 -0.20 4.83
O -0.30 -0.54 4.03
P -1.64 0.63 4.06
H 3.50 0.64 2.84
H 3.92 0.49 4.56
H 3.10 -0.85 3.73
H 1.98 1.64 4.96
H 1.32 1.38 3.34
H 1.40 -1.13 4.92
H 0.52 0.07 5.86
H -1.97 0.25 2.72
H -0.82 1.72 3.59
H -1.44 0.96 5.46
H -2.57 -0.45 4.51
H -2.80 1.52 4.05
C -3.46 5.09 2.33
C -2.09 4.45 2.30
O -1.53 4.08 3.31
N -1.49 4.30 1.09
C -1.99 4.68 -0.22
H -3.80 5.14 3.36
H -3.41 6.11 1.93
H -4.17 4.49 1.75
H -0.58 3.87 1.14
H -2.05 3.79 -0.85
H -1.29 5.39 -0.67
H -2.98 5.14 -0.16
C 0.41 8.23 -1.70
C 1.10 6.94 -2.08
O 0.80 5.87 -1.57
N 2.08 7.00 -3.02
C 2.57 8.16 -3.73
H -0.35 8.01 -0.94
H 1.12 8.94 -1.29
H -0.09 8.66 -2.57
H 2.49 6.11 -3.22
H 2.43 8.01 -4.81
H 3.63 8.28 -3.53
H 2.05 9.07 -3.43
C -1.72 -0.60 -1.64
C -1.45 -0.41 -0.17
O -2.35 -0.28 0.65
N -0.16 -0.38 0.25
C 1.04 -0.51 -0.55
H -2.79 -0.60 -1.81
H -1.28 0.22 -2.22
H -1.31 -1.55 -1.98
H -0.06 -0.24 1.25
H 1.61 -1.37 -0.19
H 1.65 0.39 -0.43
H 0.81 -0.65 -1.61
C -2.10 -3.27 1.33
C -2.31 -4.68 0.87
O -2.59 -4.98 -0.29
N -2.17 -5.66 1.80
C -1.84 -5.52 3.20
H -2.24 -2.58 0.50
H -2.82 -3.01 2.11
H -1.08 -3.14 1.71
H -2.32 -6.59 1.43
H -0.92 -6.07 3.41
H -2.65 -5.94 3.80
H -1.70 -4.48 3.48
C -2.43 -5.14 -3.24
C -1.71 -4.27 -4.24
O -1.00 -3.33 -3.91
N -1.87 -4.55 -5.56
C -2.66 -5.61 -6.16
H -2.22 -4.79 -2.23
H -3.51 -5.08 -3.40
H -2.09 -6.17 -3.34
H -1.36 -3.93 -6.17
H -2.00 -6.25 -6.76
H -3.41 -5.16 -6.82
H -3.16 -6.21 -5.41
C 3.62 -3.72 -1.15
C 4.12 -2.53 -0.36
O 3.42 -1.96 0.46
N 5.39 -2.10 -0.60
C 6.36 -2.64 -1.53
H 2.60 -3.94 -0.85
H 3.63 -3.50 -2.22
H 4.24 -4.60 -0.94
H 5.65 -1.31 -0.05
H 7.25 -2.95 -0.98
H 6.64 -1.87 -2.24
H 5.97 -3.50 -2.07
```

Properties
**Molecular weight**: 533.67 g mol⁻¹
**Net charge**: -1
**Highest occupied orbital energy**: -1.9 eV
**Kohn-Sham gap**: 3.96 eV

Löwdin population analysis, charges in e, atoms 1 to 8:
1 C -0.134
2 C -0.228
3 C -0.380
4 O -0.468
5 P 0.268
6 H 0.049
7 H 0.051
8 H 0.051



no.,E_tot (eV)
1,-65008.89469
2,-187589.96131
3,-55213.52499